1.
Below is a molecular structure, C34H38N11NiP, with properties calculated with ωB97M-V with the def2-TZVPD basis set.

Structure (XYZ):
```
85
Properties=species:S:1:pos:R:3:forces:R:3:mulliken_spin:R:1
Ni 0.0177 0.0296 -1.4570 0.1 0.1 0.1 1.700
N 0.5077 2.9984 -1.9286 0.0 0.1 0.1 -0.001
P 0.2875 2.1670 -0.4653 -0.4 -0.2 0.0 0.100
C 1.8443 2.2631 0.4393 0.0 -0.1 0.1 0.014
C 3.0568 2.1367 -0.2381 0.0 0.0 0.0 0.004
C 4.2460 2.1111 0.4732 0.1 0.0 0.0 -0.004
C 4.2317 2.2012 1.8593 0.0 0.0 0.0 0.010
C 3.0252 2.3159 2.5382 0.0 0.0 0.0 -0.003
C 1.8305 2.3408 1.8336 0.0 0.0 0.0 0.012
C -0.8936 3.1435 0.4676 0.1 0.2 0.0 0.029
C -0.5261 4.4287 0.8815 0.1 0.0 0.0 -0.001
C -1.4227 5.2185 1.5785 0.0 0.0 0.0 0.001
C -2.6875 4.7273 1.8809 0.0 0.0 0.0 0.000
C -3.0561 3.4504 1.4813 0.0 0.1 0.0 0.002
C -2.1629 2.6627 0.7728 0.0 -0.2 -0.1 -0.005
C 0.7102 2.3478 -3.1243 0.0 0.1 -0.2 0.011
C 0.9844 3.0665 -4.2936 0.0 0.0 0.0 0.001
C 1.2147 2.3757 -5.4593 0.0 0.1 0.1 0.002
C 1.1836 0.9796 -5.4535 0.0 -0.1 0.0 0.002
C 0.8953 0.3478 -4.2751 0.0 0.0 -0.1 0.014
N 0.6403 1.0117 -3.1242 0.0 -0.1 0.0 -0.002
H 0.5809 4.0059 -1.9546 0.0 0.0 0.1 0.003
H 3.0816 2.0841 -1.3214 0.0 0.0 0.0 -0.001
H 5.1864 2.0378 -0.0566 0.0 0.0 0.0 0.000
H 5.1628 2.1973 2.4105 0.0 0.0 0.0 0.000
H 3.0141 2.4085 3.6168 0.0 0.0 0.0 0.000
H 0.8941 2.4553 2.3649 0.0 0.0 0.0 -0.001
H 0.4685 4.8066 0.6706 0.0 0.0 0.0 0.001
H -1.1358 6.2123 1.8933 0.0 0.0 0.0 0.000
H -3.3848 5.3419 2.4337 0.0 0.0 0.0 0.000
H -4.0386 3.0694 1.7239 0.0 0.0 0.0 0.000
H -2.4576 1.6667 0.4608 0.0 0.1 0.0 0.013
H 1.0174 4.1469 -4.2646 0.0 0.0 0.0 0.000
H 1.4289 2.9135 -6.3728 0.0 0.0 0.0 0.000
H 1.3830 0.4059 -6.3461 0.0 0.0 0.0 0.000
H 0.8702 -0.7331 -4.2149 0.0 0.0 0.0 0.004
C -1.7901 -1.6479 -3.0182 0.0 0.0 0.0 0.020
N -1.8428 -0.5459 -1.9849 0.0 0.0 0.1 -0.017
C -2.5918 -1.1148 -0.8075 0.0 -0.1 0.1 0.016
N -3.9099 -1.5583 -1.1727 0.0 0.0 0.1 0.005
C -3.7933 -2.6073 -2.1893 0.0 0.0 0.0 -0.002
N -3.1063 -2.0990 -3.3800 0.0 -0.1 -0.1 0.009
C -3.8706 -0.9691 -3.9185 0.0 0.0 0.0 0.001
N -3.9918 0.1022 -2.9252 -0.1 0.1 -0.1 0.001
C -2.6759 0.5614 -2.5665 0.0 0.0 0.0 0.006
C -4.6593 -0.4320 -1.7356 0.0 0.0 0.0 0.001
H -1.2121 -2.4768 -2.6009 0.0 0.0 0.0 -0.008
H -1.2902 -1.2580 -3.9063 0.0 0.0 0.0 0.013
H -2.6606 -0.3473 -0.0333 0.0 0.0 -0.1 0.005
H -2.0082 -1.9518 -0.4184 0.0 0.0 0.0 -0.003
H -4.7882 -2.9497 -2.4697 0.0 0.0 0.0 0.000
H -3.2372 -3.4510 -1.7783 0.0 0.0 0.0 -0.001
H -4.8647 -1.3137 -4.1987 0.0 0.0 0.0 0.000
H -3.3721 -0.5833 -4.8093 0.0 0.0 0.0 -0.001
H -2.7437 1.3634 -1.8262 0.0 0.0 0.0 0.006
H -2.1623 0.9376 -3.4539 0.0 0.0 0.0 0.000
H -5.6602 -0.7664 -2.0044 0.0 0.0 0.0 0.000
H -4.7465 0.3569 -0.9860 0.0 0.0 0.0 0.000
C -0.0464 -0.5791 2.1061 0.0 0.0 0.0 0.008
C 0.9871 -1.0633 1.1577 0.2 -0.1 0.1 -0.007
N 0.7912 -1.2725 -0.1365 0.1 0.3 -0.5 0.019
C 1.9979 -1.7254 -0.6739 -0.1 0.1 0.5 0.021
C 2.9073 -1.7928 0.3290 -0.1 -0.1 -0.1 -0.007
N 2.2570 -1.3886 1.4757 0.0 0.0 -0.2 0.003
C 2.8847 -1.3088 2.7985 0.0 0.0 0.2 0.000
N 2.1747 -2.0458 3.7848 0.1 0.0 -0.1 0.000
N 1.4258 -1.3718 4.7084 0.1 0.1 0.0 0.000
N 0.8331 -2.2049 5.4540 -0.1 0.0 0.2 0.000
C 1.1600 -3.4858 5.0531 0.3 0.0 -0.3 0.000
C 0.7760 -4.7278 5.5606 0.0 0.0 0.0 0.000
C 1.2881 -5.8425 4.9373 -0.1 0.0 0.1 0.000
C 2.1610 -5.7375 3.8389 0.0 0.0 -0.1 0.000
C 2.5525 -4.5197 3.3263 0.0 0.0 -0.1 0.000
C 2.0316 -3.3941 3.9621 -0.2 0.0 0.2 0.000
H -0.8237 -0.0562 1.5495 0.0 0.0 0.0 -0.002
H 0.3740 0.0825 2.8609 0.0 0.0 0.0 -0.001
H -0.5059 -1.4154 2.6370 0.0 0.0 0.0 0.000
H 2.0939 -1.9717 -1.7179 0.1 -0.1 0.0 0.007
H 3.9390 -2.0978 0.3435 0.0 0.0 0.0 0.000
H 2.9107 -0.2726 3.1325 0.0 0.0 0.0 0.001
H 3.9031 -1.6784 2.6849 0.0 0.0 0.0 0.000
H 0.1118 -4.7942 6.4108 0.0 0.0 0.0 0.000
H 1.0252 -6.8283 5.2949 0.0 0.0 0.0 0.000
H 2.5394 -6.6456 3.3892 0.0 0.0 0.0 0.000
H 3.2307 -4.4543 2.4854 0.0 0.0 0.0 0.000
```
Positions in Å, forces in eV/Å.

Results
expectation value of S²	2.007
2S+1	3
gap between HOMO and LUMO (alpha / beta)	0.295 / 0.238	Ha
charge	+2
HOMO (alpha / beta)	-13.167 / -13.167	eV
relative energy (zero: lowest compared OMol25 entry of this formula, charge and spin)	0.000	eV
electronic energy	-102585.9024	eV

2.
Below is a molecular structure, C34H38N5O5 at a distorted geometry, with properties calculated with ωB97M-V with the def2-TZVPD basis set.

Structure (XYZ):
```
82
Properties=species:S:1:pos:R:3:forces:R:3:lowdin_charge:R:1
C 2.7952 2.9957 1.1611 0.0 -0.5 -0.3 -0.038
O 2.6581 1.5520 1.1845 0.0 0.5 -0.2 -0.092
C 3.2708 0.8244 0.2075 0.0 0.8 0.0 -0.217
C 3.3320 -0.5562 0.4538 0.7 -0.4 0.5 -0.068
N 2.8745 -1.1012 1.7099 0.8 -0.7 1.0 -0.004
C 1.5943 -1.2128 2.1423 1.8 2.9 0.9 -0.056
N 1.6744 -1.2820 3.4924 1.8 -1.3 -0.8 -0.116
C 0.5727 -1.1636 4.4051 -0.7 -0.4 0.2 -0.024
C 3.0165 -1.5560 3.8725 -0.5 0.4 0.1 -0.028
C 3.7768 -1.3980 2.7796 -0.4 0.3 -0.9 -0.004
C 4.2014 -1.3350 -0.3176 0.1 -0.2 -0.9 -0.218
O 4.4113 -2.5997 0.1400 -0.1 -0.1 -0.4 -0.089
C 4.9904 -3.5928 -0.7330 -0.1 0.5 0.0 -0.040
C 4.7959 -0.7902 -1.4787 -0.1 -0.4 0.2 -0.013
C 4.6054 0.5595 -1.7839 0.0 -0.4 0.2 -0.066
C 3.8757 1.3953 -0.9366 -0.2 -0.2 0.2 -0.023
H 2.4193 3.3498 2.1262 0.1 -0.2 -0.3 0.099
H 3.8488 3.2879 1.0368 -0.3 -0.1 0.1 0.102
H 2.1992 3.4231 0.3374 0.2 -0.1 0.3 0.081
H -0.1981 -0.5248 3.9804 0.1 0.0 -0.1 0.097
H 0.1346 -2.1360 4.6073 -0.1 -0.2 0.1 0.084
H 0.8824 -0.7389 5.3564 0.2 0.1 -0.1 0.098
H 3.2966 -1.9152 4.8537 -0.1 0.4 0.0 0.125
H 4.8503 -1.4837 2.6292 -0.5 0.0 0.0 0.136
H 4.9235 -4.5386 -0.1931 0.0 0.2 -0.1 0.096
H 4.4263 -3.6537 -1.6700 0.1 0.0 0.1 0.099
H 6.0385 -3.3605 -0.9533 -0.2 0.0 0.1 0.095
H 5.4025 -1.4340 -2.1302 -0.3 0.4 0.4 0.113
H 5.0719 0.9597 -2.6892 -0.2 -0.1 0.4 0.117
H 3.8111 2.4707 -1.1534 0.0 -0.6 0.2 0.112
C -5.0066 1.9333 -2.8010 -0.6 -0.3 0.0 -0.002
N -3.6866 1.6388 -2.2930 0.7 0.4 -0.1 -0.037
C -2.6436 2.4517 -2.6283 -0.1 0.8 -0.6 -0.371
O -2.7043 3.4568 -3.3312 0.2 -1.5 1.0 0.100
C -1.3947 1.8928 -1.9476 0.3 0.3 -0.8 -0.163
C -0.7889 2.8907 -0.9741 0.1 0.4 0.6 -0.089
C -0.3009 4.1622 -1.6338 0.3 0.0 0.3 -0.247
C -0.8205 5.3994 -1.2368 0.0 -0.2 -0.4 -0.036
C -0.4430 6.5590 -1.9160 0.1 -0.2 0.0 -0.066
C 0.4870 6.4890 -2.9594 0.0 -0.2 0.3 -0.074
C 1.0801 5.2642 -3.2766 -0.1 -0.2 0.1 -0.071
C 0.7019 4.0975 -2.6058 -0.3 0.4 0.0 -0.048
N -1.8828 0.6994 -1.2683 1.4 -1.1 1.3 0.052
C -1.0531 -0.0377 -0.5004 -1.0 0.9 -1.4 0.044
C -1.4393 -1.2184 0.1325 -1.0 -1.1 0.3 -0.082
C -0.6621 -1.9227 1.0057 -0.2 0.7 -1.4 -0.002
C -1.1420 -3.1715 1.5270 -1.5 -2.3 0.7 -0.169
C -0.3114 -4.1072 2.2207 -0.2 0.9 -0.7 0.004
C -0.8031 -5.2993 2.7298 -1.0 -0.7 0.1 0.030
C -2.1640 -5.6538 2.5565 1.2 2.7 -0.8 -0.133
N -2.7107 -6.8056 3.1828 -1.2 -3.2 1.8 -0.309
O -3.9350 -7.0474 3.0598 2.5 0.8 0.0 0.076
O -1.9364 -7.5285 3.8541 -1.4 1.6 -1.4 0.074
C -3.0043 -4.7758 1.8486 0.2 -0.8 0.5 0.022
C -2.5087 -3.5907 1.3526 1.0 0.3 0.1 0.004
C -3.3465 0.4704 -1.4678 -0.4 0.2 -0.2 -0.436
C -4.0973 0.5504 -0.1319 0.1 0.1 0.0 0.018
C -3.6056 -0.8066 -2.2828 0.2 0.1 -0.1 0.018
H -4.9667 2.8626 -3.3796 0.2 -0.3 0.2 0.102
H -5.3629 1.1300 -3.4591 0.0 0.2 0.1 0.098
H -5.7177 2.0654 -1.9758 0.1 0.0 -0.2 0.097
H -0.6621 1.6114 -2.7253 -0.3 0.1 0.3 0.173
H -1.5641 3.1392 -0.2291 0.3 -0.1 -0.1 0.135
H 0.0372 2.4041 -0.4292 -0.2 0.1 -0.1 0.107
H -1.5551 5.4305 -0.4254 0.2 0.1 -0.4 0.117
H -0.8889 7.5130 -1.6370 0.2 -0.2 -0.1 0.108
H 0.7722 7.3910 -3.5015 -0.1 -0.3 0.2 0.108
H 1.8348 5.2020 -4.0569 -0.1 0.1 0.1 0.105
H 1.1550 3.1293 -2.8435 -0.1 0.4 -0.1 0.113
H 0.0039 0.2631 -0.4636 -0.5 0.1 0.1 0.155
H -2.4282 -1.6282 -0.0973 0.5 0.5 -0.1 0.060
H 0.4112 -1.4440 1.3632 -0.9 -0.6 0.0 0.035
H 0.7566 -3.8985 2.2995 -0.3 0.0 0.2 0.119
H -0.1736 -5.9861 3.2856 0.0 0.1 -0.1 0.123
H -4.0445 -5.0490 1.7285 0.1 0.1 -0.1 0.124
H -3.2127 -2.9848 0.7997 0.0 0.1 0.2 0.100
H -3.9270 1.5434 0.3097 -0.1 -0.3 -0.1 0.104
H -5.1739 0.4133 -0.2903 0.3 0.0 0.0 0.097
H -3.7376 -0.1998 0.5765 -0.2 0.1 -0.1 0.075
H -3.1428 -0.6785 -3.2709 -0.2 -0.1 0.2 0.108
H -3.1596 -1.6925 -1.8274 -0.2 0.1 -0.1 0.073
H -4.6832 -0.9728 -2.4030 0.3 0.1 0.0 0.098
```
Positions in Å, forces in eV/Å.

Results
gap between HOMO and LUMO	0.236	Ha
charge	+1
HOMO	-10.883	eV
electronic energy	-53550.6341	eV